<1>
This record from the Open Molecules 2025 dataset describes a 4-piece molecular cluster, C3H13NO3 overall. The level of theory is ωB97M-V with the def2-TZVPD basis set.

frontier orbital gap = 9.95 eV
SMILES = C=CCN.O.O.O

Each line ends with the Löwdin charge.
Element x y z (Å)
N 0.06 -0.70 -1.77  -0.045
C 0.64 0.61 -1.49  -0.322
C 0.92 1.92 0.63  0.013
C 0.95 0.75 -0.06  -0.197
H -0.53 -0.79 -2.69  0.121
H 0.84 -1.43 -1.80  0.105
H 0.12 1.38 -1.92  0.078
H 1.67 0.70 -2.03  0.133
H 0.54 2.06 1.63  0.049
H 1.26 2.86 0.25  0.046
H 0.74 -0.21 0.49  0.113
H 4.01 -0.81 1.97  0.086
H 3.08 -0.18 0.85  0.001
O 3.24 -1.02 1.33  -0.116
H -3.28 0.70 2.10  0.022
H -4.10 -0.17 1.22  0.034
O -3.61 -0.20 2.07  -0.075
H -1.89 -2.43 0.11  0.033
H -2.07 -1.23 -0.72  -0.010
O -2.58 -1.81 -0.16  -0.067


<2>
This record from the Open Molecules 2025 dataset describes a 4-piece molecular cluster, C3H13NO3 overall. The level of theory is ωB97M-V with the def2-TZVPD basis set.

frontier orbital gap = 8.68 eV
SMILES = C/C=C/N.O.O.O

Each line ends with the Löwdin charge.
Element x y z (Å)
C -2.48 0.71 0.95  -0.129
C -1.23 0.02 0.55  -0.181
C -1.18 -0.91 -0.39  -0.232
N -0.06 -1.70 -0.72  0.028
H -2.50 1.78 0.82  0.063
H -2.72 0.56 2.01  0.065
H -3.37 0.29 0.47  0.069
H -0.31 0.36 1.02  0.083
H -2.06 -1.09 -1.01  0.111
H -0.39 -2.62 -1.02  0.085
H 0.58 -1.81 0.07  0.059
H 1.99 -0.23 1.14  0.002
H 2.61 -1.25 2.05  0.041
O 2.24 -1.18 1.17  -0.073
H 0.65 -0.22 -2.24  0.015
H 0.92 1.21 -2.84  0.045
O 1.24 0.54 -2.22  -0.059
H 2.26 2.34 0.62  0.051
H 1.80 1.70 -0.68  0.016
O 2.01 1.50 0.24  -0.058


<3>
This record from the Open Molecules 2025 dataset describes a 4-piece molecular cluster, C3H13NO3 overall. The level of theory is ωB97M-V with the def2-TZVPD basis set.

frontier orbital gap = 9.29 eV
SMILES = C=CCN.O.O.O

Each line ends with the Löwdin charge.
Element x y z (Å)
N 0.01 -2.47 0.60  -0.006
C -0.95 -1.62 -0.04  -0.296
C -1.86 0.75 -0.26  0.018
C -0.76 -0.08 -0.26  -0.177
H 0.83 -2.74 0.10  0.067
H -0.42 -3.34 0.84  0.057
H -1.25 -1.94 -1.03  0.101
H -1.81 -1.66 0.61  0.105
H -1.61 1.83 -0.13  0.057
H -2.83 0.37 -0.35  0.034
H 0.26 0.23 -0.49  0.044
H 0.35 3.10 -0.29  0.045
H 0.43 2.18 -1.47  0.002
O 0.12 3.07 -1.23  -0.074
H 2.17 0.55 -1.65  0.040
H 2.31 0.34 -0.11  0.015
O 2.45 0.97 -0.83  -0.058
H 1.42 0.44 2.41  0.064
H 0.30 -0.36 1.95  0.045
O 0.85 0.38 1.63  -0.082


The most stable arrangement is <2>, and the next structure is 1.652 eV less stable.